No. 1
# C29H51FN2O4S6

5 unconnected molecules or ions with the total composition C29H51FN2O4S6 at a distorted geometry (ωB97M-V with the def2-TZVPD basis set, OMol25).

The geometry in XYZ format:
```
93
Properties=species:S:1:pos:R:3:forces:R:3:lowdin_charge:R:1
C 2.00382 4.26740 2.86044 -0.70 0.01 -0.22 -0.108
C 1.43659 3.37092 1.72390 -0.31 0.99 0.87 -0.220
C 0.13687 2.69903 2.26917 0.45 -0.22 -0.80 -0.156
C 0.03667 1.21511 1.93467 -0.08 1.17 0.33 -0.159
C 0.02666 0.34793 3.00180 -0.06 -0.62 0.42 -0.022
C -0.09336 -1.02758 2.82298 0.23 -0.09 0.38 -0.222
C -0.14282 -1.97372 4.01471 -1.26 -0.07 -0.26 -0.180
C -0.83602 -3.33036 3.70782 0.57 0.20 0.14 -0.115
C -0.18761 -1.47534 1.52866 -0.09 -0.98 -0.19 -0.084
C -0.17651 -0.61576 0.44653 0.12 0.20 -1.16 -0.433
C -0.06521 0.74995 0.60905 0.13 0.67 0.89 -0.189
N -0.07231 1.75043 -0.42119 -1.10 -0.96 -0.07 0.006
C -1.38165 2.48074 -0.45769 0.47 -1.24 -0.69 -0.186
N -2.28317 1.83599 -1.42290 -0.71 0.76 0.16 -0.080
C -3.49565 2.68601 -1.50238 0.95 -0.09 0.19 -0.110
C 0.24886 1.28869 -1.73558 0.59 0.91 -0.04 -0.252
C 0.64142 2.26229 -2.63856 0.26 0.57 0.23 -0.069
C 0.93401 1.97049 -3.94727 -0.31 0.43 -1.13 -0.523
S 1.39212 3.36293 -4.99626 0.26 0.18 0.01 0.772
C 0.85588 0.66240 -4.44157 0.11 0.53 -0.35 -0.238
C 1.14537 0.32092 -5.87794 0.08 -0.41 -0.67 -0.141
C 2.18343 -0.81718 -6.05437 -0.37 0.46 0.04 -0.172
F 3.06378 -0.53255 -7.10981 -0.08 0.13 0.20 -0.078
C 0.48279 -0.29657 -3.53079 -0.07 -1.01 -0.24 -0.062
C 0.17743 0.00163 -2.21957 -0.13 -0.57 1.18 -0.437
S -0.31988 -1.34519 -1.17170 -0.12 0.12 -0.01 1.045
H 2.53073 3.69330 3.63008 0.17 0.15 -0.28 0.074
H 1.13175 4.71627 3.36288 0.27 0.02 -0.06 0.068
H 2.58506 5.11150 2.47390 0.29 -0.41 0.17 0.066
H 1.14311 4.07397 0.93246 0.23 -0.44 -0.14 0.095
H 2.17824 2.66611 1.33847 -0.17 0.08 0.07 0.099
H -0.70865 3.25904 1.85367 0.10 -0.14 0.23 0.096
H 0.06807 2.84378 3.35262 0.08 -0.25 -0.18 0.098
H 0.08401 0.72660 4.02183 0.02 0.10 -0.25 0.120
H 0.85302 -2.13753 4.44252 -0.16 0.11 -0.05 0.112
H -0.78032 -1.48104 4.76626 0.48 0.08 0.01 0.105
H -1.56813 -3.25443 2.89720 0.16 0.07 0.12 0.071
H -1.35986 -3.71458 4.58613 0.19 0.05 -0.14 0.052
H -0.07214 -4.07059 3.44804 -0.37 -0.03 -0.14 0.066
H -0.30338 -2.53943 1.32497 0.12 0.18 0.04 0.104
H -1.82799 2.40618 0.53604 0.31 0.52 0.00 0.084
H -1.18874 3.51193 -0.77516 -0.28 -0.11 0.18 0.133
H -2.54330 0.91561 -1.07130 0.13 0.08 -0.01 0.104
H -3.19333 3.60452 -2.02199 -0.30 -0.14 0.03 0.080
H -4.29433 2.19419 -2.06088 0.09 0.06 0.20 0.079
H -3.79607 2.97016 -0.47786 -0.49 0.01 -0.36 0.069
H 0.72555 3.30471 -2.33491 -0.10 -0.25 0.16 0.111
H 0.26298 3.63464 -5.69613 0.09 -0.42 0.38 -0.124
H 1.48492 1.20729 -6.42454 0.18 -0.21 0.25 0.074
H 0.23018 -0.00603 -6.39059 0.06 0.12 0.31 0.102
H 1.68054 -1.74541 -6.33407 0.17 0.05 0.37 0.090
H 2.76387 -0.90978 -5.12918 0.07 -0.21 -0.28 0.119
H 0.38191 -1.33718 -3.84330 0.05 0.21 -0.08 0.108
C -2.76137 -3.69629 -6.64829 -0.13 0.03 0.03 -0.268
S -1.05307 -3.28006 -7.02178 0.00 -0.16 -0.06 0.831
O -0.62456 -2.25139 -6.03423 -0.16 -0.02 -0.02 -0.555
C -1.39799 -2.42331 -8.56421 -0.05 0.11 -0.06 -0.264
H -2.78351 -4.21042 -5.68935 0.08 0.01 -0.01 0.051
H -3.35822 -2.78582 -6.58918 0.06 0.03 0.00 0.060
H -3.15130 -4.35580 -7.42380 0.05 -0.01 0.00 0.054
H -2.08349 -1.59526 -8.38106 0.01 -0.02 0.07 0.061
H -1.83177 -3.12331 -9.27842 0.03 -0.03 0.02 0.054
H -0.45816 -2.03929 -8.95740 0.03 -0.04 0.06 0.052
C 5.05993 0.69284 -1.15381 -0.12 -0.09 -0.03 -0.267
S 5.67596 2.32818 -0.72447 0.02 0.02 0.00 0.799
O 5.13977 2.66443 0.62177 -0.06 -0.04 -0.10 -0.556
C 4.68541 3.21760 -1.93529 -0.13 0.03 -0.05 -0.267
H 5.52200 -0.03031 -0.48435 0.03 0.07 0.03 0.049
H 3.97586 0.66338 -1.03312 0.00 0.06 0.02 0.052
H 5.33242 0.46131 -2.18398 0.02 0.03 0.01 0.052
H 3.62619 3.01953 -1.76261 0.02 -0.04 0.05 0.044
H 4.96984 2.90263 -2.93982 0.02 -0.01 0.01 0.055
H 4.88196 4.28183 -1.81911 0.05 -0.03 0.05 0.051
C -4.34831 1.35541 5.13888 -0.15 0.00 0.03 -0.267
S -3.02420 1.83310 4.01649 0.08 -0.10 0.09 0.795
O -2.86242 3.30607 4.12553 -0.10 -0.01 -0.05 -0.536
C -3.94310 1.50111 2.50696 -0.18 -0.05 -0.02 -0.246
H -4.00388 1.51946 6.15813 0.07 0.02 -0.04 0.050
H -5.23238 1.96500 4.94905 0.04 0.04 -0.03 0.057
H -4.57947 0.29899 4.99819 0.04 0.00 -0.01 0.053
H -4.85450 2.10015 2.49019 0.04 0.04 0.05 0.063
H -4.18623 0.43919 2.45619 0.05 -0.01 0.01 0.061
H -3.31514 1.76848 1.66190 0.07 -0.01 0.04 0.013
C 0.48592 -4.39218 7.62895 -0.05 0.02 0.12 -0.264
S 0.93964 -5.32977 6.16181 0.13 0.00 0.02 0.796
O -0.31894 -5.72445 5.48331 -0.05 -0.21 0.18 -0.549
C 1.53765 -6.77852 7.04489 0.05 -0.07 0.12 -0.271
H 0.04724 -3.44926 7.30672 0.03 -0.03 -0.07 0.044
H -0.24248 -4.95373 8.21463 0.00 -0.04 -0.06 0.059
H 1.37800 -4.19359 8.22352 0.01 0.01 -0.04 0.054
H 0.74092 -7.18403 7.66889 -0.04 0.05 -0.04 0.058
H 2.39568 -6.50209 7.65835 0.01 0.02 -0.03 0.053
H 1.84096 -7.52222 6.31062 -0.02 0.06 -0.05 0.050
```
Positions in Å, forces in eV/Å.

The calculation puts the HOMO-LUMO gap at 0.28736 Eh. Its total charge is 0.

=====

No. 2
# C29H51MnNO2SSi2

A molecular structure, C29H51MnNO2SSi2 at a distorted geometry (ωB97M-V with the def2-TZVPD basis set, OMol25).

The geometry in XYZ format:
```
87
Properties=species:S:1:pos:R:3:forces:R:3:lowdin_charge:R:1
O -0.42115 -1.68483 -0.13742 -0.16 0.56 1.59 -0.267
O -2.33994 -0.40380 -3.64132 -0.72 -0.06 -0.53 -0.234
C 0.43604 -2.67656 -0.73732 0.06 0.16 -0.05 -0.237
C 0.83295 -3.79153 0.21050 0.04 -0.37 -0.07 -0.066
H 1.32649 -2.11517 -1.06009 -0.41 -0.21 -0.06 0.114
H -0.09086 -3.07290 -1.62273 0.31 0.10 0.26 0.131
H 1.21647 -3.43462 1.17847 -0.18 0.02 -0.33 0.058
H 1.63732 -4.37025 -0.25101 -0.08 0.04 0.00 0.094
H -0.00090 -4.48484 0.37733 0.24 0.13 0.12 0.082
C -1.50698 -2.20696 0.69524 0.34 0.04 -0.32 -0.249
C -2.54356 -2.92758 -0.13039 -0.30 -0.33 -0.13 -0.050
H -1.95455 -1.34502 1.21974 0.21 -0.07 -0.30 0.116
H -1.07771 -2.87392 1.45882 -0.20 0.23 -0.13 0.107
H -2.78590 -2.40980 -1.06597 0.19 0.12 0.23 0.081
H -3.47431 -3.00688 0.44497 0.22 -0.15 -0.10 0.094
H -2.19277 -3.93721 -0.38313 -0.21 0.19 0.04 0.083
C -3.46053 0.48793 -3.82432 0.29 -0.09 0.00 -0.277
C -2.28066 -1.48502 -4.57970 0.01 0.30 0.00 -0.269
C -4.61977 0.14899 -2.91167 -0.16 -0.05 0.02 -0.074
H -3.81223 0.48954 -4.87784 0.38 0.03 0.40 0.130
H -3.08891 1.49317 -3.57786 -0.07 -0.25 -0.19 0.107
H -5.03556 -0.82920 -3.16472 -0.03 0.19 0.21 0.058
H -5.40178 0.90053 -3.04109 -0.04 -0.04 0.02 0.082
H -4.31964 0.16216 -1.85921 0.04 -0.07 -0.14 0.077
C -3.54945 -2.32153 -4.64536 0.09 -0.16 -0.06 -0.084
H -1.42596 -2.09301 -4.24532 -0.24 0.15 -0.15 0.111
H -2.05717 -1.09851 -5.59562 0.03 -0.06 0.39 0.125
H -3.85537 -2.64677 -3.64162 0.02 0.04 -0.30 0.073
H -3.34738 -3.20791 -5.25564 -0.09 0.07 0.08 0.083
H -4.36835 -1.77106 -5.12913 0.18 -0.19 0.23 0.080
H -0.55848 -0.25863 -2.08834 0.38 1.02 -0.22 0.026
Mn 0.24914 0.10021 1.38440 -0.49 -1.69 -1.54 0.908
C -0.23681 0.80910 -2.13009 -0.04 -0.13 -0.10 -0.183
Si 0.44298 1.43664 -3.79602 0.24 0.01 -0.69 0.494
H -1.10576 1.42139 -1.86389 0.01 -0.14 0.10 0.024
H 0.54838 1.00261 -1.38047 -0.10 -0.09 -0.02 0.004
C 1.33805 0.02551 -4.66554 0.06 0.00 0.19 -0.184
C 1.63620 2.88615 -3.49452 -0.09 -0.27 0.16 -0.182
C -0.77531 2.13033 -5.06929 -0.20 -0.18 0.31 -0.176
C 2.20694 -0.32304 1.11724 0.71 -0.23 -0.25 -0.212
Si 3.40147 0.85099 1.96972 1.13 0.87 0.43 0.452
H 2.34724 -0.38578 0.02398 -0.19 0.23 0.27 0.037
H 2.28852 -1.35375 1.51202 -0.36 0.30 0.06 0.032
C 4.03272 2.15304 0.76752 -0.35 -0.13 -0.08 -0.177
C 4.89877 -0.13649 2.55835 -0.26 -0.30 -0.13 -0.175
C 2.72600 1.70983 3.49942 -0.30 -0.07 0.00 -0.160
H -0.26262 2.28239 -6.03340 -0.08 -0.01 0.38 0.044
H -1.14477 3.10116 -4.71619 -0.05 -0.10 -0.19 0.033
H -1.63508 1.46970 -5.23813 0.29 0.22 -0.06 0.001
H 2.21640 -0.29299 -4.07946 -0.25 -0.06 -0.28 0.029
H 1.67775 0.36131 -5.65913 -0.06 -0.20 0.34 0.037
H 0.64964 -0.82825 -4.79329 0.34 0.25 0.01 0.017
H 2.21679 2.74315 -2.57500 0.01 0.09 -0.13 0.011
H 1.07251 3.82448 -3.40299 0.15 -0.16 0.03 0.029
H 2.34427 2.99997 -4.32857 -0.22 -0.04 0.19 0.036
H 5.19264 -0.88015 1.80805 0.09 0.08 0.16 0.033
H 4.66956 -0.66030 3.49433 0.06 0.00 -0.16 0.032
H 5.75589 0.52316 2.74234 -0.22 -0.06 -0.07 0.042
H 2.54402 0.98832 4.30253 -0.01 0.01 -0.01 0.032
H 1.79224 2.24595 3.30818 0.16 0.04 0.00 0.015
H 3.45055 2.44054 3.88111 -0.02 -0.18 -0.18 0.054
H 4.88831 2.68109 1.20327 -0.14 -0.10 -0.01 0.039
H 3.26265 2.89856 0.53686 0.11 -0.08 -0.05 0.030
H 4.36517 1.69572 -0.17064 -0.02 0.10 0.06 0.034
S -0.54548 1.11301 5.63131 0.47 -0.92 -0.63 1.174
C 0.13243 -0.51322 5.68663 0.05 0.08 0.13 -0.442
C 0.58732 -1.16093 6.82245 -0.08 -0.36 0.04 -0.072
C 1.16236 -2.42530 6.65952 -0.11 0.35 0.14 -0.061
C 1.30804 -2.99906 5.38758 -0.35 0.29 -0.16 -0.057
C 0.85492 -2.33077 4.24781 -0.03 0.07 0.40 -0.014
C 0.27786 -1.07154 4.40568 0.13 1.01 0.09 -0.280
N -0.05324 -0.15463 3.38998 -0.63 0.64 1.89 -0.006
C -0.47076 1.02377 3.91282 0.56 -1.95 -0.04 -0.531
C -0.75205 2.12912 3.05143 -0.35 1.41 -0.42 -0.302
C -1.17596 3.37123 3.56462 0.16 -0.92 -0.21 -0.034
C -1.40934 4.40881 2.68784 -0.01 0.12 -0.52 -0.056
C -1.20465 4.21011 1.31706 0.02 -0.36 -0.32 -0.042
C -0.75305 2.97323 0.80656 -0.35 0.96 0.28 -0.089
C -0.51305 1.93244 1.67915 0.26 0.28 -0.06 -0.172
H 0.48161 -0.65138 7.78401 0.14 -0.49 -0.19 0.121
H 1.49626 -2.96720 7.53941 0.05 0.08 -0.18 0.113
H 1.77825 -3.97354 5.29259 -0.12 0.14 0.01 0.112
H 0.93455 -2.75295 3.25323 0.14 -0.07 0.08 0.085
H -1.31139 3.48414 4.63333 -0.10 0.17 0.00 0.096
H -1.76131 5.36799 3.05822 0.11 -0.14 -0.11 0.115
H -1.40183 5.01965 0.62186 0.02 0.01 0.12 0.109
H -0.59530 2.81767 -0.26402 -0.04 0.34 0.37 0.075
```
Positions in Å, forces in eV/Å.

The calculation puts the HOMO-LUMO gap (spin up / spin down) at 0.22866 / 0.28869 Eh. Its relative energy (zero: lowest compared OMol25 entry of this formula, charge and spin) is 9.2 kcal per mole. The spin multiplicity is 5. Its total charge is +1.

=====

No. 3
# C29H52AlP2Si

A molecular structure, C29H52AlP2Si at a distorted geometry (ωB97M-V with the def2-TZVPD basis set, OMol25).

The geometry in XYZ format:
```
85
Properties=species:S:1:pos:R:3:forces:R:3:lowdin_charge:R:1
Al 0.20540 -0.17306 -1.74644 2.26 -0.46 3.88 0.350
C -0.65834 -1.80785 0.54763 0.63 1.24 1.24 -0.259
C 0.66870 -1.66326 -0.09730 0.01 0.36 0.00 -0.364
C 0.66139 -0.55141 1.96611 0.18 -0.12 -1.51 -0.206
C -0.66752 -1.04691 1.71254 0.23 -0.75 -1.48 -0.223
C 1.49194 -0.93846 0.91757 -1.52 -0.04 0.59 -0.237
C -1.79677 -2.58738 0.02819 -0.80 -0.10 -0.71 -0.056
H -1.57169 -3.01326 -0.95457 -0.02 -0.10 0.08 0.062
H -2.65300 -1.91536 -0.11571 -0.22 -0.22 -0.01 0.077
H -2.14336 -3.42462 0.65761 0.29 0.38 -0.04 0.100
C -1.87475 -0.70024 2.49450 -0.41 0.02 0.27 -0.028
H -2.69027 -1.39438 2.26489 0.06 0.13 0.16 0.080
H -2.21927 0.31807 2.24298 0.10 -0.37 0.09 0.049
H -1.69067 -0.72430 3.57525 -0.11 0.00 -0.15 0.085
C 1.02734 0.19257 3.19856 0.35 0.11 0.52 -0.024
H 0.50422 -0.25208 4.05932 0.21 0.23 -0.14 0.086
H 0.77187 1.27101 3.18160 0.02 -0.45 -0.13 0.073
H 2.10738 0.12002 3.38888 -0.26 0.07 0.03 0.079
C 2.96794 -0.97149 1.01391 0.69 0.25 -0.12 -0.054
H 3.29755 -1.57444 1.87698 -0.09 0.14 -0.30 0.099
H 3.38991 0.02778 1.15611 0.13 -0.03 0.03 0.062
H 3.43152 -1.39541 0.12136 0.04 0.01 0.03 0.068
C 1.27222 -2.85860 -0.80082 0.37 -0.52 0.00 -0.090
H 1.48297 -3.72148 -0.12700 -0.23 0.55 -0.26 0.107
H 2.23194 -2.58069 -1.25862 -0.25 -0.19 -0.09 0.067
H 0.59714 -3.21709 -1.59168 0.29 -0.08 0.08 0.062
C -1.87365 1.01449 -5.94402 -0.98 -0.56 -0.57 -0.146
C -1.95737 -0.32086 -5.96767 -1.15 0.49 -0.66 -0.158
C -1.11510 -1.19165 -6.82859 0.68 -0.25 -0.09 -0.168
C 0.36766 -0.76674 -6.81556 0.26 -0.38 -0.35 -0.174
C 0.91221 -0.29285 -5.48212 0.47 0.12 -1.02 -0.095
C 1.06610 1.01828 -5.28453 0.54 -0.56 0.09 -0.170
C 0.53251 2.07674 -6.18864 -0.74 0.48 -0.62 -0.155
C -0.91376 1.80497 -6.77364 0.48 0.78 -0.27 -0.160
H -1.44080 -1.11075 -7.88321 -0.15 -0.26 0.45 0.133
H 0.50792 0.03708 -7.56174 0.16 -0.66 0.44 0.100
H -1.21670 -2.24128 -6.50752 0.03 0.33 -0.23 0.119
H -0.79371 1.32484 -7.75470 -0.24 0.26 0.28 0.107
H -2.68853 1.58376 -5.48608 0.34 -0.23 0.22 0.108
H -2.77326 -0.85171 -5.45887 0.16 0.54 -0.22 0.111
H -1.35583 2.79660 -6.96081 0.12 -0.34 -0.04 0.120
H 0.49544 3.04687 -5.64894 0.20 -0.53 -0.42 0.101
H 1.65464 1.37002 -4.44417 -0.38 -0.10 -0.30 0.033
H 1.17904 2.20496 -7.08148 -0.10 0.10 0.59 0.133
H 0.95374 -1.62840 -7.17029 -0.01 0.30 0.14 0.123
H 1.34507 -1.05513 -4.82556 -0.16 0.39 0.04 0.109
P -1.95531 0.85109 -2.32570 1.26 0.76 0.13 0.937
P 1.54231 1.75102 -1.89986 0.27 -1.35 0.94 0.867
C -0.97583 2.06953 -3.35231 0.12 -0.07 -0.15 -0.316
C 0.32500 2.79562 -2.82678 -0.34 0.25 0.44 -0.310
H -1.68924 2.81498 -3.73480 0.28 0.00 0.15 0.105
H -0.67906 1.44460 -4.19541 -0.18 0.22 0.17 0.006
H 0.86500 3.26520 -3.66258 -0.53 -0.01 0.14 0.077
H 0.01076 3.58285 -2.12825 0.29 -0.08 -0.13 0.089
C 2.13744 2.59889 -0.37776 0.03 0.49 -0.35 -0.196
H 2.88495 1.95568 0.12965 -0.47 0.32 -0.42 0.047
H 1.27252 2.75138 0.29405 0.45 -0.05 -0.35 0.016
H 2.60170 3.57296 -0.64939 -0.26 -0.54 0.34 0.067
C 3.07187 1.14622 -2.74405 0.02 0.65 -0.44 -0.240
H 3.56777 1.97646 -3.27688 0.14 -0.53 0.15 0.065
H 2.81280 0.33540 -3.45185 0.25 0.48 0.47 0.027
H 3.73574 0.72212 -1.97169 -0.30 0.35 -0.17 0.060
C -3.71424 1.08823 -2.24868 -1.14 0.51 -0.20 -0.182
H -4.23156 0.12290 -2.21396 0.23 0.13 -0.03 0.066
H -4.10230 1.66040 -3.10807 0.13 -0.19 0.28 0.067
H -3.96200 1.62446 -1.32071 0.17 -0.02 -0.24 0.061
C -1.66248 -0.82731 -3.09023 -0.11 -0.99 -0.03 -0.230
H -0.96822 -1.57911 -2.59094 -1.27 0.67 -0.17 0.038
H -1.23933 -0.70016 -4.11057 -0.34 0.07 0.95 0.020
H -2.65182 -1.32176 -3.12487 0.20 -0.01 -0.17 0.081
C -2.93163 4.50658 1.01122 0.10 0.01 -0.04 -0.189
Si -1.58826 3.29158 1.58119 -0.79 1.16 0.34 0.404
C -0.19402 4.41389 2.09294 0.25 0.10 -0.04 -0.190
C -2.26390 2.71207 3.20961 -0.13 -0.15 0.40 -0.189
C -1.15770 2.05528 0.30569 -0.30 -1.61 -1.57 -0.106
C -0.93828 1.16577 -0.58923 0.03 0.33 0.81 -0.316
H -2.96372 5.25330 1.83484 -0.12 -0.32 -0.55 0.041
H -3.93027 4.04676 0.92693 0.35 0.17 -0.01 0.032
H -2.69077 5.03544 0.07453 -0.13 -0.15 0.31 0.028
H -0.66946 5.13384 2.77883 0.24 -0.17 -0.18 0.046
H 0.60010 3.90561 2.64056 0.04 -0.02 0.01 0.030
H 0.25598 4.98034 1.27765 0.03 0.04 -0.04 0.031
H -3.20500 2.16575 3.16702 -0.02 -0.03 -0.08 0.038
H -1.56926 2.14047 3.82270 0.07 -0.07 -0.02 0.029
H -2.46508 3.65576 3.74674 0.05 -0.29 -0.15 0.050
```
Positions in Å, forces in eV/Å.

The calculation puts the HOMO-LUMO gap (spin up / spin down) at 0.21827 / 0.19337 Eh. Its total charge is +1.

=====

- The lowest total charge belongs to which entry?
  C29H51FN2O4S6